Record 1
Below is C27H43InN9OPSi3 as an isolated structure, with properties calculated with ωB97M-V with the def2-TZVPD basis set.

XYZ file:
```
85
Properties=species:S:1:pos:R:3:forces:R:3
In 0.42910 -0.02340 0.47480 0.237 -0.303 -0.152
C -1.25850 -0.24890 -5.23170 -0.410 -0.214 -0.496
N -0.52940 0.10470 -4.04580 0.209 0.066 0.552
C 0.62100 0.82560 -3.98380 0.308 0.212 -0.045
C 0.94790 0.91200 -2.65960 0.202 0.160 -0.308
N 0.02700 0.25570 -1.92760 -0.007 -0.283 0.571
C -0.86320 -0.22170 -2.77190 -0.359 -0.347 -0.143
P -2.41820 -1.09140 -2.40430 0.220 0.091 0.411
C -3.06710 0.22040 -1.33400 -0.059 0.212 -0.443
N -2.45970 1.37510 -1.18010 0.113 -0.293 -0.251
C -3.28230 2.12680 -0.41900 -0.455 0.077 0.097
C -4.42080 1.42750 -0.12910 0.035 0.420 0.117
N -4.28830 0.21230 -0.73380 0.292 0.120 -0.081
C -5.23220 -0.86630 -0.70610 -0.168 -0.423 0.102
C -1.80610 -2.20740 -1.09960 -0.227 0.017 -0.624
N -0.89760 -1.94380 -0.18400 0.129 0.753 0.145
C -0.74280 -3.06520 0.54990 -0.131 -0.616 0.291
C -1.58300 -4.03320 0.07890 0.291 -0.042 0.275
N -2.24980 -3.48560 -0.97400 0.461 0.417 0.157
C -3.25120 -4.14270 -1.76530 -0.484 -0.194 -0.372
H -0.75480 0.16190 -6.10470 0.006 -0.001 0.092
H -2.27320 0.15140 -5.18710 0.098 -0.008 -0.058
H -1.31570 -1.33510 -5.33370 0.023 0.120 -0.031
H 1.10690 1.19890 -4.86380 0.040 0.071 -0.108
H 1.77030 1.40840 -2.18420 0.224 0.126 -0.050
H -2.99420 3.11380 -0.12880 -0.051 0.224 0.135
H -5.29130 1.68800 0.43880 -0.167 -0.001 0.122
H -6.22900 -0.46950 -0.51960 0.040 -0.041 -0.055
H -4.98630 -1.58020 0.08520 -0.050 0.000 -0.055
H -5.22900 -1.37940 -1.67190 -0.063 0.026 0.090
H -0.06690 -3.10060 1.37830 0.098 -0.044 0.241
H -1.75970 -5.03760 0.40480 -0.022 -0.192 0.046
H -3.11010 -5.21960 -1.70090 0.031 0.040 -0.005
H -3.16690 -3.83600 -2.80920 -0.020 -0.059 0.129
H -4.25320 -3.90020 -1.40440 0.035 -0.034 -0.038
C 2.99030 0.78120 2.87440 0.170 -0.351 -0.702
Si 3.76000 -0.00720 1.32710 0.143 -0.019 0.359
C 4.38180 1.42940 0.22930 -0.303 -0.655 0.271
C 5.26130 -1.04720 1.91580 -0.535 0.414 -0.335
C 2.44470 -1.10860 0.47920 -0.303 0.850 -0.533
Si 3.01310 -2.06210 -1.06720 0.107 -0.313 -0.203
C 1.61740 -2.88250 -2.09520 0.320 0.390 0.452
C 4.15990 -3.51620 -0.56210 -0.416 0.631 -0.144
C 4.00550 -0.97610 -2.29430 -0.414 -0.292 0.565
H 3.64790 1.51070 3.33970 0.138 0.112 -0.001
H 2.76000 0.02560 3.62120 -0.064 -0.145 0.089
H 2.06560 1.29150 2.60820 -0.080 0.140 0.086
H 4.94040 2.14400 0.82620 0.059 0.090 0.195
H 3.54020 1.95840 -0.21180 -0.152 0.138 -0.088
H 5.03180 1.09360 -0.57070 0.090 -0.094 -0.189
H 5.82510 -0.50450 2.66830 0.071 0.203 0.143
H 5.94740 -1.28100 1.10860 0.122 -0.069 -0.225
H 4.94550 -1.98260 2.36610 -0.143 -0.196 0.068
H 2.16850 -1.85720 1.22540 0.030 -0.194 0.191
H 1.13130 -3.67850 -1.53870 -0.111 -0.146 0.155
H 2.01960 -3.31550 -3.00660 0.219 -0.063 -0.135
H 0.85970 -2.15870 -2.37600 -0.142 0.129 -0.074
H 3.67860 -4.19590 0.13530 -0.150 -0.072 0.149
H 5.06910 -3.15320 -0.09560 0.180 0.085 0.132
H 4.45060 -4.09710 -1.43370 -0.002 -0.051 -0.219
H 3.58940 0.02140 -2.37710 -0.042 0.197 -0.020
H 4.01450 -1.41330 -3.28840 -0.040 -0.177 -0.140
H 5.03470 -0.88190 -1.96610 0.250 0.052 0.092
O -0.40030 -0.88640 2.38530 0.207 0.296 0.823
N -0.10580 -1.36790 3.55630 0.114 -0.346 -0.367
C 0.19240 -0.57130 4.54850 -0.231 -0.156 -0.822
C 0.48750 -1.14090 5.80560 0.158 -0.686 0.667
N 0.74820 -1.55500 6.84530 0.007 -0.050 0.087
C 0.24930 0.84160 4.52640 -0.286 0.842 -0.505
N 0.26970 1.99010 4.51190 0.195 0.007 0.136
C -2.93900 5.10960 1.63340 0.520 -0.418 0.294
Si -1.61070 4.19100 2.67160 -0.223 0.377 0.251
C -2.46300 3.51320 4.23600 0.370 0.209 -0.513
C -0.28120 5.47760 3.13490 -0.423 -0.556 -0.186
C -0.87640 2.79860 1.67500 -0.335 0.854 0.383
C -0.41760 1.87400 1.04140 0.668 -1.025 -0.330
H -3.28150 5.99320 2.16470 -0.001 0.140 0.187
H -3.81180 4.49080 1.44540 -0.133 -0.143 -0.007
H -2.54650 5.44150 0.67610 0.109 0.021 -0.175
H -3.08380 4.26540 4.71530 -0.106 0.231 -0.037
H -1.71860 3.18570 4.95330 0.090 -0.016 0.050
H -3.09210 2.65840 4.00640 -0.114 -0.158 -0.131
H -0.71760 6.28070 3.72380 -0.166 0.087 0.090
H 0.17300 5.92570 2.25550 0.031 0.008 -0.197
H 0.50720 5.02540 3.72660 0.131 -0.171 0.103
```
Positions in Å, forces in eV/Å.

**Frontier orbital gap**: 8.35 eV
**HOMO**: -8.382 eV
**LUMO energy**: -0.03 eV

Results of the natural (NBO) charge analysis, in e, for atoms 1 through 2:
1 In 1.71
2 C -0.41

---

Record 2
Below is C27H44AuBF4N5O6PSe2 as an isolated structure, with properties calculated with ωB97M-V with the def2-TZVPD basis set.

XYZ file:
```
91
Properties=species:S:1:pos:R:3:forces:R:3
Au -0.43677 0.18194 0.32087 -0.901 -0.693 0.438
O -2.89973 -4.30597 3.34769 0.188 0.003 -0.039
C -1.47481 -4.37146 3.17447 -0.403 0.045 0.080
C -0.94769 -3.11325 2.48684 -0.007 0.165 -0.010
C 0.54746 -3.45559 2.25868 0.125 0.132 -0.092
O 1.46901 -2.40291 2.29479 -0.193 -0.221 0.212
C -1.17701 -1.91088 3.39592 0.392 -0.004 0.028
Se -0.75690 -0.09452 2.75189 -0.273 0.147 -0.093
C -1.75375 -2.88153 1.20264 0.138 -0.177 0.019
Se -0.78122 -2.14694 -0.29493 0.334 0.740 -0.363
H -3.17535 -5.08340 3.83793 0.011 -0.026 0.006
H -1.21634 -5.24366 2.55782 0.008 -0.002 0.003
H -0.97846 -4.47826 4.14406 -0.045 -0.004 0.088
H 0.61182 -4.01964 1.32038 0.066 -0.050 -0.003
H 0.84523 -4.12979 3.07220 0.040 -0.032 -0.007
H 1.65040 -2.04128 1.41387 -0.025 -0.008 -0.020
H -0.60110 -2.02794 4.31966 0.033 0.055 -0.058
H -2.23283 -1.88388 3.64354 -0.100 -0.063 0.128
H -2.58886 -2.21417 1.38262 -0.165 -0.079 0.139
H -2.16256 -3.82807 0.83334 0.085 0.022 -0.099
F 3.75838 0.34799 -0.89717 -0.046 -0.300 0.417
B 3.47504 -0.25850 0.35600 -0.013 -0.037 0.005
F 2.29676 0.31119 0.92104 0.481 0.010 -0.163
F 4.56124 -0.05701 1.23770 -0.306 -0.090 -0.310
F 3.23506 -1.65317 0.17696 0.129 0.443 -0.032
O -1.28462 4.34964 0.14329 -0.082 -0.316 0.091
C -0.79374 3.47204 0.86134 0.329 0.418 0.149
O -1.11894 2.24944 0.93941 0.093 -0.368 -0.554
C 0.30258 3.91267 1.83344 0.111 -0.016 -0.040
C 0.38310 5.25481 2.19269 0.055 0.092 -0.011
C 1.38321 5.70298 3.03662 -0.066 0.141 0.033
C 2.31948 4.79029 3.49300 0.160 0.072 0.141
C 2.26649 3.45104 3.15531 0.069 -0.173 0.017
C 1.23589 3.01028 2.33647 -0.036 -0.032 -0.003
N 3.41314 5.27019 4.36911 -0.430 -0.233 -0.395
O 4.31243 4.50290 4.63037 0.241 -0.202 0.124
O 3.35938 6.41393 4.78040 -0.036 0.348 0.110
H -0.34704 5.93950 1.77954 0.033 -0.025 0.003
H 1.45516 6.73790 3.33876 0.003 -0.004 -0.026
H 3.01352 2.76254 3.52754 -0.039 0.024 -0.056
H 1.17511 1.95771 2.08500 0.061 0.102 -0.005
N -0.03641 0.32827 -1.64528 0.142 -0.005 0.408
P 0.07658 1.33811 -2.76716 -0.205 0.208 -0.291
N -1.39512 1.89112 -3.37384 -0.155 0.083 -0.044
C -1.65535 2.36901 -4.72754 -0.059 0.028 0.254
C -3.15098 2.27465 -5.00167 -0.031 0.055 0.057
C -3.90543 3.27823 -4.11160 0.077 -0.067 0.073
C -3.20300 3.43386 -2.74511 -0.019 -0.048 -0.135
C -2.44503 2.16805 -2.37177 0.123 -0.005 -0.251
N 1.02392 2.69216 -2.53631 0.180 0.170 0.132
C 1.90744 2.85702 -1.36781 -0.065 0.092 -0.268
C 2.06445 4.34244 -1.05851 -0.090 0.000 -0.067
C 2.72556 5.09567 -2.23326 -0.025 -0.090 0.025
C 2.52991 4.33129 -3.54836 -0.050 0.020 0.073
C 1.14152 3.70211 -3.58783 0.007 -0.042 0.242
N 0.75680 0.67330 -4.17661 0.011 -0.384 -0.060
C 2.23269 0.53935 -4.06375 -0.191 -0.119 -0.076
C 2.74259 -0.53050 -5.01695 -0.058 -0.054 0.054
C 2.22542 -1.91606 -4.60186 -0.048 0.099 0.006
C 0.78115 -1.82134 -4.07169 0.028 0.035 -0.077
C 0.07972 -0.57586 -4.60945 0.258 0.188 0.154
H -1.08015 1.77228 -5.43217 0.037 -0.048 -0.034
H -1.34838 3.41981 -4.86975 0.018 -0.037 -0.022
H -3.47155 1.25399 -4.77301 -0.006 0.013 -0.038
H -3.36042 2.45635 -6.06042 0.004 0.003 0.022
H -4.93821 2.94501 -3.97106 0.005 0.004 -0.015
H -3.94979 4.24870 -4.61546 -0.033 0.006 0.002
H -3.92253 3.66686 -1.95880 0.013 0.038 0.005
H -2.48972 4.26165 -2.77392 -0.012 -0.021 0.037
H -3.14198 1.32213 -2.30163 0.000 -0.036 -0.013
H -1.99791 2.28541 -1.38739 0.048 0.028 0.017
H 2.88540 2.39586 -1.53661 -0.010 -0.018 0.010
H 1.47025 2.32789 -0.52594 -0.016 -0.071 0.043
H 2.65245 4.46225 -0.14684 0.003 -0.010 0.029
H 1.07158 4.75512 -0.85787 0.044 -0.011 -0.012
H 3.79384 5.23932 -2.04620 -0.015 -0.004 -0.012
H 2.28024 6.09084 -2.32342 0.025 0.028 0.004
H 3.27187 3.53258 -3.62238 0.014 0.021 -0.040
H 2.66760 4.98885 -4.41126 0.015 0.019 -0.003
H 0.95472 3.23857 -4.55910 0.036 -0.037 -0.009
H 0.38870 4.49573 -3.45638 -0.026 -0.010 -0.021
H 2.53753 0.28036 -3.04286 -0.010 0.015 0.034
H 2.68754 1.49798 -4.31033 0.021 0.087 0.005
H 3.83506 -0.51363 -5.01337 -0.002 -0.008 -0.032
H 2.41612 -0.28820 -6.03488 0.018 -0.007 0.009
H 2.87245 -2.31713 -3.81728 -0.026 -0.014 -0.043
H 2.28120 -2.59975 -5.45575 0.021 -0.005 0.019
H 0.77710 -1.74591 -2.98320 0.003 0.012 -0.019
H 0.20726 -2.71327 -4.34592 0.026 0.036 0.044
H -0.94434 -0.54766 -4.23815 -0.048 0.037 -0.002
H 0.03456 -0.60822 -5.70679 0.002 0.026 -0.024
```
Positions in Å, forces in eV/Å.

**Frontier orbital gap**: 6.08 eV
**HOMO**: -2.103 eV
**LUMO energy**: 3.98 eV
**Charge**: -2

Results of the Löwdin charge analysis, in e, for atoms 1 through 2:
1 Au 0.64
2 O -0.07

---

Record 3
Below is C27H44BrCdNOP2S as an isolated structure, with properties calculated with ωB97M-V with the def2-TZVPD basis set.

XYZ file:
```
78
Properties=species:S:1:pos:R:3:forces:R:3
C 2.53831 4.81008 -0.53979 -0.016 -1.070 -0.036
C 1.46219 4.20682 -1.23786 0.717 0.525 -0.699
C 1.64832 3.94754 -2.61678 0.439 -0.787 0.549
C 2.96704 3.87808 -3.08633 -0.442 0.646 0.217
N 4.01719 4.21861 -2.33525 0.156 -0.579 -0.009
C 3.81579 4.68251 -1.10157 -0.609 0.582 -0.260
C 0.24324 3.82083 -0.59179 -2.690 1.704 0.728
C -0.89208 3.81950 -0.09386 2.368 -0.825 -0.436
C -1.99267 3.20791 0.60759 0.076 -0.249 0.546
C -1.69738 1.96008 1.21039 -0.521 -0.145 0.218
C -2.75276 1.13314 1.64785 -0.025 0.889 -0.096
C -4.05817 1.62473 1.60030 -0.819 -0.208 0.032
C -4.32464 2.95395 1.25379 0.653 0.077 -0.036
C -3.28010 3.75663 0.76080 0.347 -0.660 -0.067
Cd -1.17045 -0.71707 1.23046 2.549 -0.715 -1.139
P 1.61324 -0.37392 0.36851 1.532 0.160 -0.583
H 0.81012 3.70332 -3.27310 0.254 -0.176 0.349
H 2.40326 5.27458 0.43689 0.004 -0.452 -0.112
H 3.16103 3.51686 -4.10221 0.040 0.327 0.331
H 4.70011 4.97639 -0.52840 -0.281 0.039 -0.284
H -3.39925 4.80440 0.49182 -0.350 -0.309 -0.078
H -0.63623 1.71425 1.39199 -0.515 0.083 -0.391
H -5.33111 3.35410 1.37011 0.270 -0.133 -0.109
H -2.63555 0.08993 2.04283 -0.929 1.168 0.760
C 2.35361 -2.06968 0.56117 -0.370 -0.156 0.269
C 3.55591 -2.51705 -0.26691 0.430 -0.263 -0.190
H 1.52713 -2.77391 0.37076 0.121 0.134 0.119
H 2.60140 -2.17869 1.62826 -0.177 0.047 -0.133
H 3.75796 -3.57880 -0.07054 -0.174 0.213 0.028
H 3.39541 -2.43691 -1.34613 -0.063 0.084 0.179
H 4.48341 -1.99488 -0.01023 -0.319 0.041 -0.118
C 1.88993 0.07371 -1.43532 -1.039 -0.121 0.197
C 3.28525 0.39472 -1.96780 0.461 0.066 -0.065
H 1.25260 0.96407 -1.56794 0.061 -0.224 -0.134
H 1.43723 -0.73452 -2.03036 0.051 0.217 0.130
H 3.23587 0.47142 -3.06284 -0.099 -0.006 0.256
H 3.65819 1.36785 -1.61825 -0.115 -0.322 0.043
H 4.03222 -0.37793 -1.74808 -0.264 0.286 0.004
C 2.84498 0.79092 1.15572 -0.697 0.136 0.544
C 4.31672 0.40114 1.22933 0.480 -0.043 -0.021
H 2.46637 0.94261 2.17885 0.161 0.113 -0.169
H 2.74478 1.76063 0.64259 -0.158 -0.244 0.094
H 4.86156 1.14215 1.82821 -0.228 -0.104 -0.063
H 4.47399 -0.56670 1.71647 -0.059 0.146 -0.106
H 4.81186 0.39299 0.25177 -0.240 -0.118 0.221
Br -5.53190 0.47025 2.05683 0.787 0.443 -0.165
P -1.93253 -1.78229 -0.94956 -0.540 -0.183 -0.040
C -0.79227 -2.55523 -2.16653 0.645 0.249 0.247
C -1.27782 -3.86687 -2.76732 -0.194 -0.324 -0.242
H 0.16941 -2.69619 -1.64774 -0.240 -0.070 -0.160
H -0.59677 -1.82274 -2.96461 -0.090 -0.071 0.333
H -0.49133 -4.30351 -3.39332 -0.111 0.136 0.146
H -1.52362 -4.60597 -1.99896 0.037 0.090 -0.182
H -2.15395 -3.72306 -3.41132 0.168 -0.033 0.224
C -2.96114 -3.09085 -0.16932 0.051 -0.123 0.241
C -4.35093 -3.29149 -0.74816 -0.274 -0.313 -0.074
H -3.03403 -2.81794 0.89502 -0.133 -0.125 -0.238
H -2.38594 -4.02561 -0.18732 -0.072 0.170 0.011
H -4.89459 -4.00414 -0.12082 0.032 0.096 -0.125
H -4.92964 -2.36324 -0.76192 0.080 -0.165 -0.045
H -4.30876 -3.71240 -1.75813 -0.042 0.138 0.151
C -3.01361 -0.65997 -1.91655 0.005 0.481 0.206
C -3.33191 -1.10690 -3.34122 -0.192 -0.165 -0.261
H -2.49989 0.31340 -1.92856 -0.063 -0.177 -0.038
H -3.93705 -0.49231 -1.34492 0.219 -0.078 -0.009
H -3.94593 -0.35062 -3.84529 0.150 -0.118 0.188
H -2.42562 -1.23496 -3.94283 -0.207 0.002 0.102
H -3.90216 -2.04401 -3.35593 0.177 0.224 -0.011
C -0.39246 0.32313 5.00499 0.129 0.211 -0.210
S -0.71399 -1.22295 4.13844 -0.630 -0.522 1.488
C 0.74893 -2.16047 4.63818 0.376 0.139 -0.409
O -1.85216 -1.85801 4.86334 0.486 0.442 -1.176
H 0.56009 0.75179 4.68329 -0.063 -0.041 -0.022
H -0.37076 0.11682 6.08549 -0.107 -0.078 -0.398
H -1.20734 1.01244 4.75786 0.109 -0.178 0.142
H 0.63360 -2.41662 5.69694 -0.269 0.072 -0.221
H 0.79826 -3.07214 4.02526 0.022 0.326 0.261
H 1.65203 -1.54371 4.52957 -0.212 -0.225 -0.193
```
Positions in Å, forces in eV/Å.

**Frontier orbital gap**: 7.14 eV
**HOMO**: -13.988 eV
**LUMO energy**: -6.84 eV
**Charge**: +2

Results of the Löwdin charge analysis, in e, for atoms 1 through 2:
1 C 0.00
2 C -0.25